# C24H18Co2N3O8

A molecular structure, C24H18Co2N3O8 in a non-equilibrium geometry (ωB97M-V/def2-TZVPD, the OMol25 dataset).

The geometry in XYZ format:
```
55
Properties=species:S:1:pos:R:3:lowdin_spin:R:1
Co -0.163 4.508 3.338 0.00
Co 1.491 2.986 2.064 0.00
O 5.839 -2.120 -0.749 0.21
O -0.800 6.030 0.907 0.00
O 0.111 6.654 5.301 0.00
O 1.626 4.176 -0.612 0.00
O 4.093 1.630 1.932 0.00
O 2.870 5.194 3.428 0.00
O 5.192 -3.674 -2.169 0.20
O -2.900 4.018 4.210 0.00
N 4.943 -2.731 -1.379 0.24
N -1.201 -0.768 -1.844 0.01
N -1.410 -2.159 -0.104 0.01
C -1.056 -3.047 0.982 0.00
C -2.481 -2.373 -0.942 0.00
C -2.359 -1.482 -2.021 0.00
C 0.088 2.392 3.003 0.00
C -1.816 4.178 3.859 0.00
C -4.185 -2.545 -3.127 0.00
C 3.052 2.131 2.045 0.00
C -3.192 -1.569 -3.137 0.00
C -0.548 5.364 1.813 0.00
C 3.278 -1.282 -0.320 0.08
C 2.584 -3.029 -1.885 0.07
C 1.967 4.568 3.055 0.00
C 0.926 -1.595 -0.834 0.10
C 0.124 1.854 1.741 0.00
C 1.945 -0.919 -0.140 0.00
C -0.695 1.243 0.783 0.00
C 1.250 -2.650 -1.716 0.00
C 1.548 3.752 0.451 0.00
C -3.429 -3.397 -0.967 0.00
C -0.042 5.771 4.571 0.00
C -0.641 0.125 -2.831 0.00
C -0.511 -1.179 -0.655 0.02
C -4.307 -3.445 -2.058 0.00
C 3.597 -2.339 -1.188 0.05
H -5.090 -4.193 -2.093 0.00
H 4.082 -0.770 0.191 0.01
H -1.398 0.327 -3.597 0.00
H -4.876 -2.628 -3.964 0.00
H -0.365 1.063 -2.335 0.00
H 1.684 -0.101 0.534 0.00
H -1.934 -3.654 1.232 0.00
H -0.221 -3.715 0.713 0.00
H -0.693 1.726 -0.204 0.00
H 0.474 -3.186 -2.283 0.00
H -3.458 -4.127 -0.155 0.00
H -0.762 -2.454 1.858 0.00
H -0.450 -0.245 0.082 0.00
H -1.654 0.835 1.139 0.00
H 0.258 -0.297 -3.308 0.00
H -3.034 -0.880 -3.972 0.00
H 2.851 -3.847 -2.551 0.01
H -0.200 1.873 3.910 0.00
```

Summary:
**HOMO level (alpha / beta)**: 0.0067 / -0.0566 Eh
**Charge**: -2
**2S+1**: 2
**Max |F|**: 4.86 eV Å⁻¹
**Kohn-Sham gap (alpha / beta)**: 0.15435 / 0.21765 Eh